(1)
The following is a quantum chemistry calculation of a 2-piece molecular cluster, C5H11N2O2 overall in a non-equilibrium geometry, from the OMol25 dataset.

The orbital gap is 10.32 eV. The HOMO energy comes out at -14.0368 eV. The molecular weight comes out at 131.2 g mol⁻¹. Its relative energy (zero: lowest compared OMol25 entry of this formula, charge and spin) is 97.3 kcal/mol.

Structure (ORCA input):
```
! wB97M-V def2-TZVPD RIJCOSX def2/J DEFGRID3
* xyz 1 1
C -0.721 1.414 0.252
C -0.860 -0.725 -0.745
C 0.661 0.024 1.764
C 1.546 1.697 -0.064
C 0.518 1.315 0.984
N -1.575 -1.732 -0.308
N -0.368 -0.722 -2.011
O -1.647 1.994 -0.190
O -1.908 -2.907 -1.062
H -0.270 -0.399 2.079
H 1.382 0.027 2.473
H 1.089 -0.747 0.968
H 2.391 1.984 0.466
H 1.859 0.833 -0.605
H 1.330 2.438 -0.870
H 0.493 2.186 1.661
H -2.017 -1.671 0.656
H 0.130 0.005 -2.319
H -0.566 -1.484 -2.629
H -1.466 -3.534 -0.502
*
```

Here is what natural (NBO) gives for the atomic charges, in e:
1. C 0.88
2. C 0.26
3. C -0.57
4. C -0.60
5. C -0.40
6. N -0.33
7. N -0.77
8. O -0.35
9. O -0.52
10. H 0.23
11. H 0.25
12. H 0.22
13. H 0.25
14. H 0.22
15. H 0.25
16. H 0.29
17. H 0.41
18. H 0.40
19. H 0.41
20. H 0.48



(2)
The following is a quantum chemistry calculation of a 8-piece molecular cluster, C21H36NO24S2 overall in a non-equilibrium geometry, from the OMol25 dataset.

The orbital gap is 8.69 eV. The HOMO energy comes out at -6.9339 eV. The molecular weight comes out at 750.6 g mol⁻¹. Its relative energy (zero: lowest compared OMol25 entry of this formula, charge and spin) is 0.0 kcal/mol.

Structure (ORCA input):
```
! wB97M-V def2-TZVPD RIJCOSX def2/J DEFGRID3
* xyz -1 1
N -1.123 0.260 0.200
O -1.093 -0.129 -1.061
O -1.784 -0.395 1.046
O -0.448 1.112 0.604
O 4.050 -1.927 1.501
S 2.677 -2.292 1.206
O 2.194 -2.796 -0.044
O 2.458 -3.662 2.108
C 2.997 -3.698 3.425
C 2.597 -4.984 3.986
C 1.539 -1.097 1.868
H 2.506 -2.840 4.137
H 4.005 -3.533 3.326
H 3.145 -5.176 4.830
H 2.795 -5.691 3.234
H 1.537 -4.863 4.228
H 1.921 -1.011 2.989
H 0.569 -1.447 1.536
H 1.840 -0.148 1.320
O 2.049 4.596 -1.905
S 0.700 4.577 -2.411
O 0.175 5.623 -3.065
O 0.677 3.215 -3.399
C 1.430 3.446 -4.609
C 1.554 2.208 -5.529
C -0.322 4.082 -1.036
H 2.366 4.073 -4.457
H 0.817 4.274 -5.034
H 2.235 1.451 -5.072
H 1.826 2.477 -6.528
H 0.521 1.682 -5.742
H -1.350 4.074 -1.405
H -0.394 4.887 -0.371
H 0.133 3.302 -0.247
C 2.523 2.677 1.839
C 3.009 2.786 3.214
O 2.595 3.961 3.682
C 2.073 4.649 2.731
O 1.586 5.785 2.972
O 2.105 3.970 1.626
H 1.530 1.997 1.592
H 3.215 2.591 1.357
H 4.039 2.604 3.288
H 2.642 1.947 3.833
C -3.125 3.076 1.636
C -4.130 1.976 1.560
O -5.349 2.664 1.202
C -4.983 3.815 0.642
O -5.623 4.595 -0.060
O -3.599 4.025 0.751
H -2.164 2.553 1.525
H -2.965 3.523 2.734
H -4.232 1.642 2.582
H -4.024 1.197 0.842
C -4.766 -3.237 -1.545
C -4.291 -2.157 -0.538
O -5.206 -1.106 -0.727
C -6.002 -1.419 -1.777
O -6.673 -0.675 -2.386
O -5.808 -2.614 -2.204
H -5.122 -4.123 -1.065
H -3.885 -3.447 -2.148
H -3.419 -1.800 -0.702
H -4.379 -2.509 0.467
C -0.632 -4.695 1.092
C -1.104 -4.051 -0.232
O -2.228 -4.843 -0.534
C -2.315 -5.907 0.207
O -3.075 -6.802 0.235
O -1.476 -5.745 1.270
H -0.784 -4.019 1.899
H 0.354 -5.265 1.209
H -0.354 -4.188 -0.862
H -1.199 -3.014 -0.054
C 2.701 -0.652 -2.600
C 2.480 0.622 -1.795
O 3.884 1.015 -1.397
C 4.729 0.096 -1.760
O 5.862 0.022 -1.483
O 4.073 -0.990 -2.462
H 2.490 -0.570 -3.558
H 2.163 -1.547 -2.282
H 2.010 0.614 -0.874
H 2.048 1.323 -2.573
*
```

Here is what Löwdin gives for the atomic charges, in e:
1. N -0.62
2. O -0.09
3. O -0.07
4. O -0.04
5. O -0.28
6. S 0.61
7. O -0.27
8. O -0.28
9. C -0.31
10. C -0.07
11. C -0.10
12. H 0.16
13. H 0.08
14. H 0.06
15. H 0.08
16. H 0.10
17. H 0.11
18. H 0.05
19. H 0.06
20. O -0.30
21. S 0.56
22. O -0.21
23. O -0.28
24. C -0.30
25. C -0.06
26. C -0.11
27. H 0.13
28. H 0.10
29. H 0.07
30. H 0.05
31. H 0.12
32. H 0.08
33. H 0.04
34. H 0.11
35. C -0.09
36. C -0.17
37. O 0.14
38. C -0.57
39. O 0.09
40. O 0.12
41. H 0.18
42. H 0.00
43. H 0.13
44. H 0.15
45. C -0.20
46. C -0.11
47. O 0.08
48. C -0.50
49. O 0.11
50. O 0.04
51. H 0.11
52. H 0.17
53. H 0.13
54. H 0.12
55. C -0.10
56. C -0.10
57. O 0.09
58. C -0.64
59. O 0.17
60. O 0.11
61. H 0.12
62. H 0.13
63. H 0.04
64. H 0.13
65. C -0.15
66. C -0.06
67. O 0.10
68. C -0.60
69. O 0.18
70. O 0.04
71. H 0.12
72. H 0.16
73. H 0.08
74. H 0.11
75. C -0.14
76. C 0.00
77. O 0.08
78. C -0.58
79. O 0.17
80. O 0.02
81. H 0.06
82. H 0.12
83. H 0.08
84. H 0.13



(3)
The following is a quantum chemistry calculation of C22H29CoN2O2 as an isolated structure in a non-equilibrium geometry, from the OMol25 dataset.

The orbital gap (spin up / spin down) is 4.51 / 6.47 eV. Its expectation value of S² is 6.0234. The HOMO energy (spin up / spin down) comes out at -4.2167 / -7.2907 eV. The molecular weight comes out at 412.4 g mol⁻¹.

Structure (ORCA input):
```
! wB97M-V def2-TZVPD RIJCOSX def2/J DEFGRID3
* xyz 0 5
Co 0.298 0.572 -0.465
C 1.327 -0.973 -1.534
C 0.989 -2.132 -0.821
C 1.646 -2.465 0.348
C 2.700 -1.666 0.817
C 3.021 -0.498 0.159
C 2.317 -0.094 -0.988
H 1.002 -0.857 -2.561
H 0.244 -2.804 -1.228
H 1.392 -3.371 0.876
H 3.273 -1.986 1.674
H 3.841 0.111 0.514
H 2.749 0.682 -1.614
O -1.416 0.191 -1.190
C -2.578 0.495 -0.731
C -3.027 -0.041 0.615
C -3.252 -1.550 0.356
C -4.293 -1.839 -0.733
C -3.813 -1.598 -2.173
C -3.908 -0.136 -2.656
N -3.608 0.842 -1.607
H -3.978 0.448 0.887
H -1.478 1.046 1.353
H -3.555 -2.043 1.280
H -2.290 -1.974 0.055
H -5.204 -1.265 -0.539
H -4.552 -2.897 -0.646
H -4.413 -2.213 -2.849
H -2.778 -1.935 -2.247
H -4.913 0.079 -3.028
H -3.199 0.013 -3.476
H -4.438 1.105 -1.089
C 0.529 0.523 2.685
C -0.652 0.114 3.516
C -0.455 -0.046 4.873
C -1.494 -0.422 5.703
C -2.725 -0.682 5.139
C -2.980 -0.521 3.781
C -4.399 -0.823 3.362
C -1.934 -0.086 2.940
N -1.991 0.200 1.584
H 1.455 0.204 3.157
H 0.561 1.606 2.580
H 0.491 0.073 1.675
H 0.522 0.141 5.290
H -1.343 -0.518 6.767
H -3.538 -1.000 5.776
H -5.080 -0.578 4.175
H -4.515 -1.889 3.158
H -4.726 -0.275 2.488
C 1.360 3.582 -0.211
C 0.351 2.472 -0.023
O -0.764 2.678 0.489
H 0.973 4.501 0.229
H 1.547 3.737 -1.273
H 2.304 3.314 0.263
*
```

Here is what natural (NBO) gives for the atomic charges, in e:
1. Co 1.26
2. C -0.35
3. C -0.17
4. C -0.20
5. C -0.21
6. C -0.14
7. C -0.35
8. H 0.26
9. H 0.24
10. H 0.23
11. H 0.23
12. H 0.22
13. H 0.25
14. O -0.92
15. C 0.43
16. C -0.10
17. C -0.41
18. C -0.40
19. C -0.42
20. C -0.22
21. N -0.65
22. H 0.17
23. H 0.42
24. H 0.20
25. H 0.20
26. H 0.19
27. H 0.21
28. H 0.20
29. H 0.20
30. H 0.19
31. H 0.19
32. H 0.36
33. C -0.59
34. C -0.08
35. C -0.19
36. C -0.25
37. C -0.19
38. C -0.08
39. C -0.63
40. C 0.25
41. N -0.68
42. H 0.22
43. H 0.22
44. H 0.15
45. H 0.20
46. H 0.21
47. H 0.20
48. H 0.22
49. H 0.21
50. H 0.22
51. C -0.74
52. C 0.18
53. O -0.60
54. H 0.23
55. H 0.23
56. H 0.22



(4)
The following is a quantum chemistry calculation of a 2-piece molecular cluster, C33H35N3O4 overall in a non-equilibrium geometry, from the OMol25 dataset.

The orbital gap is 6.42 eV. The HOMO energy comes out at -6.6365 eV. The molecular weight comes out at 537.7 g mol⁻¹. Its relative energy (zero: lowest compared OMol25 entry of this formula, charge and spin) is 65.8 kcal/mol.

Structure (ORCA input):
```
! wB97M-V def2-TZVPD RIJCOSX def2/J DEFGRID3
* xyz 0 1
C 2.946 -3.046 3.657
C 3.113 -1.645 4.155
O 2.081 -0.783 3.533
C 2.475 0.472 3.257
C 1.343 1.419 2.848
C 1.509 2.832 3.305
N 0.155 0.839 2.946
C -0.995 1.351 3.273
C -2.184 0.530 3.438
C -3.439 1.108 3.753
C -4.575 0.308 3.857
C -4.480 -1.083 3.663
C -3.227 -1.665 3.390
C -2.090 -0.864 3.276
O 3.638 0.844 3.235
H 3.621 -3.683 4.231
H 1.927 -3.424 3.781
H 3.237 -3.104 2.605
H 2.972 -1.562 5.242
H 4.083 -1.225 3.869
H 2.558 3.130 3.285
H 0.949 3.501 2.653
H 1.082 2.914 4.318
H -1.115 2.440 3.453
H -3.504 2.186 3.899
H -5.547 0.758 4.087
H -5.382 -1.710 3.728
H -3.152 -2.748 3.262
H -1.116 -1.294 3.053
C 1.904 8.626 1.763
O 2.360 7.239 1.764
C 1.683 6.379 0.946
C 2.066 5.010 1.014
C 1.349 4.080 0.281
C 0.340 4.522 -0.617
C -0.048 5.855 -0.696
C 0.612 6.789 0.103
N -0.155 3.396 -1.280
C -1.188 3.377 -2.307
C 0.480 2.273 -0.823
C 1.433 2.627 0.142
C 2.253 1.763 0.915
C 2.506 0.443 0.400
C 1.493 -0.496 0.224
N 2.021 -1.696 -0.181
C 1.223 -2.869 -0.475
C 3.405 -1.577 -0.280
C 3.765 -0.243 0.072
C 5.094 0.149 -0.066
C 6.041 -0.793 -0.573
O 7.350 -0.511 -0.844
C 7.826 0.843 -0.670
C 5.659 -2.137 -0.838
C 4.330 -2.535 -0.696
H 2.556 9.126 2.483
H 2.015 9.081 0.763
H 0.849 8.700 2.085
H 2.915 4.709 1.627
H -0.882 6.163 -1.326
H 0.306 7.835 0.107
H -1.670 4.361 -2.379
H -0.773 3.107 -3.293
H -1.932 2.610 -2.044
H 0.320 1.315 -1.299
H 3.058 2.232 1.482
H 0.428 -0.363 0.317
H 1.879 -3.675 -0.818
H 0.682 -3.185 0.426
H 0.481 -2.641 -1.252
H 5.391 1.172 0.171
H 8.884 0.776 -0.930
H 7.306 1.532 -1.354
H 7.705 1.169 0.374
H 6.427 -2.830 -1.173
H 4.024 -3.566 -0.879
*
```

Here is what Löwdin gives for the atomic charges, in e:
1. C -0.07
2. C -0.19
3. O -0.01
4. C -0.44
5. C -0.31
6. C -0.05
7. N 0.10
8. C -0.07
9. C -0.21
10. C -0.04
11. C -0.09
12. C -0.09
13. C -0.09
14. C -0.03
15. O 0.07
16. H 0.08
17. H 0.08
18. H 0.07
19. H 0.13
20. H 0.12
21. H 0.08
22. H 0.07
23. H 0.10
24. H 0.12
25. H 0.11
26. H 0.10
27. H 0.10
28. H 0.10
29. H 0.11
30. C -0.07
31. O -0.10
32. C -0.26
33. C 0.05
34. C -0.12
35. C -0.17
36. C -0.01
37. C -0.03
38. N -0.10
39. C -0.02
40. C 0.02
41. C -0.13
42. C -0.02
43. C -0.15
44. C -0.02
45. N -0.10
46. C -0.02
47. C -0.18
48. C -0.09
49. C 0.05
50. C -0.27
51. O -0.11
52. C -0.07
53. C -0.01
54. C -0.02
55. H 0.09
56. H 0.09
57. H 0.09
58. H 0.12
59. H 0.10
60. H 0.09
61. H 0.08
62. H 0.10
63. H 0.09
64. H 0.13
65. H 0.12
66. H 0.13
67. H 0.08
68. H 0.09
69. H 0.09
70. H 0.11
71. H 0.09
72. H 0.09
73. H 0.09
74. H 0.11
75. H 0.10